Computed, not measured: a cluster of 4 separate species, C2H11NO4 in total at a distorted geometry, with ωB97M-V/def2-TZVPD.

multiplicity: 1
M: 113.1 g mol⁻¹
total charge: 0
HOMO energy: -9.78 eV
orbital gap: 10.5 eV
SMILES: CNC=O.O.O.O
DFT total energy: -438.51093 a.u.

```
18
Properties=species:S:1:pos:R:3:forces:R:3:nbo_charge:R:1
C 1.42788 1.18498 0.26898 0.818 -0.717 0.914 -0.421
N 1.57685 -0.21413 -0.09074 0.086 -1.270 0.508 -0.645
C 1.34814 -1.18009 0.85630 1.601 0.542 -0.267 0.544
O 1.25678 -2.35892 0.59912 -0.399 -0.305 0.013 -0.625
H 0.37338 1.34348 0.43620 -0.196 0.895 -0.770 0.226
H 1.87309 1.38055 1.24887 0.218 -0.264 0.188 0.185
H 2.02359 1.80315 -0.38556 -0.690 0.367 -0.553 0.218
H 2.09354 -0.61828 -0.87188 -0.575 0.850 -0.088 0.411
H 1.53123 -0.79922 1.88133 -0.910 -0.072 0.073 0.108
O -1.28135 1.03476 -1.62940 0.090 -0.032 0.260 -0.992
H -0.97316 0.13570 -1.40041 -0.129 0.070 -0.367 0.505
H -0.92962 1.24123 -2.50270 -0.067 -0.162 0.203 0.475
O -1.14555 -1.78175 -1.15544 -0.237 -0.181 0.264 -0.966
H -0.48397 -2.37680 -0.77986 0.396 0.105 -0.015 0.496
H -1.88354 -1.89192 -0.54197 -0.078 0.168 -0.159 0.480
O -2.16930 0.66837 1.46675 0.043 0.373 -0.335 -0.959
H -2.10416 1.05939 0.57531 -0.072 -0.150 0.349 0.489
H -2.53384 1.36950 2.02508 0.101 -0.216 -0.218 0.471
```
Positions in Å, forces in eV/Å.